Record 1
Density functional theory data (wB97M-V/def2-TZVPD) for a single C3H5NS molecule in a non-equilibrium geometry.

CARTESIAN COORDINATES (ANGSTROEM)
1 S -2.93225 0.16762 -0.18814
2 C -1.28067 -0.24494 -0.04590
3 N -0.32607 0.24640 -0.78502
4 C 0.88968 -0.53502 -0.21607
5 C 0.71437 0.86851 0.07288
6 H -1.00424 -0.99658 0.90265
7 H 0.75684 -1.42886 0.42524
8 H 1.45002 -0.84249 -0.95176
9 H 0.39843 1.05044 1.11746
10 H 1.33389 1.71492 -0.33136

* structure (SMILES): S=CN1CC1
* LUMO: -0.03 eV
* F_max: 0.1604 Eh/bohr
* frontier orbital gap: 0.311 hartree

Record 2
Density functional theory data (wB97M-V/def2-TZVPD) for a single C3H5NS molecule in a non-equilibrium geometry.

CARTESIAN COORDINATES (ANGSTROEM)
1 S -0.36523 3.02700 0.19114
2 C -0.29568 1.36143 0.35304
3 C 0.54898 0.20081 -0.27186
4 C 0.49288 -1.21386 0.07974
5 N -0.46780 -0.81154 -0.91739
6 H -0.96693 0.81621 1.19558
7 H 1.32485 0.43961 -1.08809
8 H 1.31393 -1.98479 -0.07467
9 H -0.13276 -1.19966 0.95894
10 H -1.45223 -0.63521 -0.42644

* structure (SMILES): S=C[C@H]1CN1
* LUMO: -0.63 eV
* F_max: 0.0849 Eh/bohr
* frontier orbital gap: 0.309 hartree